{
  "formula": "C7H6Cl4Si",
  "method": "the ωB97M-V functional and the def2-TZVPD basis",
  "symbols": ["Cl", "C", "C", "C", "C", "C", "Si", "Cl", "Cl", "Cl", "C", "C", "H", "H", "H", "H", "H", "H"],
  "xyz": [[2.843, 2.342, 1.280], [2.784, 0.802, 0.582], [1.364, 0.435, 0.316], [0.397, 1.388, 0.091], [-0.884, 0.965, -0.213], [-1.088, -0.387, -0.274], [-2.805, -0.931, -0.546], [-3.106, -1.547, -2.496], [-4.166, 0.661, -0.144], [-3.284, -2.481, 0.810], [-0.168, -1.360, -0.122], [1.140, -0.944, 0.044], [3.254, 0.155, 1.308], [3.427, 0.889, -0.312], [0.562, 2.482, 0.177], [-1.756, 1.564, -0.264], [-0.505, -2.394, -0.156], [1.991, -1.636, -0.082]],
  "nbo_charge": [-0.02, -0.43, -0.04, -0.20, -0.17, -0.57, 1.49, -0.35, -0.37, -0.36, -0.17, -0.19, 0.23, 0.23, 0.24, 0.23, 0.23, 0.22],
  "smiles": "ClCc1ccc([Si](Cl)(Cl)Cl)cc1",
  "multiplicity": 1,
  "homo_ev": -9.85,
  "max_force_ev_per_a": 3.14
}